141
Properties=species:S:1:pos:R:3:forces:R:3 method="wB97M-V/def2-TZVPD" homo_ev=-11.22 charge=+2
Hf -0.00882 1.63671 -1.17601 0.7 0.9 0.7
C 5.13278 0.35397 -1.05145 0.2 -1.9 -2.1
O 1.16529 0.07280 -0.59279 0.6 0.8 -1.4
O 1.32633 1.94052 -2.66865 0.4 -1.6 1.1
O 1.10329 2.87385 -0.10421 -0.8 0.0 0.1
C -2.51438 -2.90452 5.22789 0.2 1.5 -0.3
C -1.33804 -3.14559 4.25174 0.6 0.5 -0.3
C 0.09622 -2.71332 4.71136 0.0 0.1 0.2
O 0.26519 -1.36497 4.37370 -1.4 0.4 -0.8
C 1.43315 -0.73356 4.76086 0.3 0.7 -2.9
N -1.30370 -4.51735 3.67963 -0.3 -0.2 0.6
H -2.25323 -1.95805 5.79152 -0.7 -0.7 -0.9
H -2.62450 -3.62202 6.01918 0.0 -0.8 0.1
H -3.49962 -2.80376 4.65087 1.4 -0.1 1.0
H -1.51403 -2.34472 3.47706 0.1 -1.1 0.1
H 0.87239 -3.27138 4.16712 -0.2 -0.4 0.0
H 0.33695 -2.75336 5.77239 -0.4 -0.8 0.4
H 2.32875 -1.22358 4.33947 -0.1 -0.1 0.2
H 1.51800 -0.63168 5.79173 0.2 0.3 2.0
H 1.35030 0.24686 4.23432 0.4 -0.4 0.9
H -0.40254 -4.99276 3.78185 -0.1 0.7 -0.1
H -1.91221 -5.13638 4.21954 -0.1 0.4 -0.3
C -1.14063 4.50939 -4.78661 -0.6 1.7 0.7
C -0.26467 3.87472 -3.61645 -1.0 1.5 -1.8
C 0.24629 4.98520 -2.72148 1.9 1.0 -1.1
O -0.82315 5.66385 -2.10168 0.2 -0.5 0.1
C -0.63096 6.97581 -1.56088 1.8 -0.1 -0.7
N -1.08278 2.95401 -2.79439 0.0 -0.1 -0.3
H -2.20983 4.24997 -4.61173 0.7 -0.1 -0.5
H -0.83014 4.29351 -5.81815 -0.1 -0.5 0.5
H -1.15491 5.67106 -4.75190 0.3 -1.9 0.2
H 0.59817 3.37473 -4.09752 -0.3 -0.1 0.6
H 0.88258 5.68546 -3.36154 -1.0 -0.6 0.6
H 0.98019 4.51777 -2.06708 -0.2 0.2 0.9
H -0.55537 7.75632 -2.37188 0.4 -0.8 0.7
H 0.21240 7.05274 -0.78664 -1.0 -0.2 -1.3
H -1.54421 7.12723 -1.07909 -1.4 0.6 1.0
H -1.78501 3.55019 -2.34885 0.0 -0.4 -0.4
H -1.53553 2.24722 -3.39395 -0.3 0.7 0.3
C -3.28501 -3.64438 -3.66606 -0.2 -2.5 -0.6
C -3.29691 -3.07243 -2.28577 -1.3 0.1 -1.0
C -4.06349 -3.92147 -1.23646 0.9 -0.5 -1.3
O -4.08690 -3.25187 -0.02219 0.7 0.2 1.6
C -3.97976 -4.04098 1.20506 -0.2 0.9 -0.9
N -1.95352 -2.85789 -1.91363 1.4 0.5 0.7
H -2.97329 -2.97086 -4.42513 0.6 0.9 -0.4
H -4.29018 -3.89225 -3.99412 -0.2 -0.5 0.1
H -2.60926 -4.55911 -3.77898 -1.0 1.0 0.3
H -3.75256 -2.08568 -2.46514 -0.3 -0.1 0.8
H -3.46117 -4.87425 -1.23617 -0.8 0.5 0.4
H -5.09726 -4.09266 -1.51211 -0.2 -0.4 -0.5
H -2.94285 -4.14280 1.51373 0.3 0.3 0.1
H -4.33156 -5.05547 1.05365 -0.5 -0.1 0.0
H -4.56440 -3.46938 1.95182 0.3 -0.6 -0.3
H -1.99639 -2.82767 -0.92421 0.5 0.6 1.5
H -1.35874 -3.66244 -2.05438 0.1 -0.3 -0.5
C -3.85353 2.60839 1.66661 0.2 -1.1 -0.2
C -2.58146 2.09282 0.95338 -0.3 -0.7 0.0
C -2.68363 0.73609 0.18907 -0.3 2.5 0.1
O -1.34610 0.31868 0.16474 0.5 -0.8 -0.3
C -0.95591 -0.47256 1.30705 -0.6 -1.8 -2.1
N -1.92803 3.03449 0.03709 1.0 0.3 0.5
H -3.86624 2.10466 2.62809 -0.3 -0.2 0.2
H -4.84827 2.43937 1.18176 1.0 0.2 0.1
H -3.70339 3.63667 1.90465 -0.1 0.9 0.0
H -1.78208 1.85702 1.70131 -0.9 0.5 -0.2
H -3.00618 0.87936 -0.84955 0.0 0.1 0.1
H -3.37611 0.06571 0.63077 -0.3 -1.1 0.6
H -0.65725 0.06904 2.14875 0.5 1.1 1.2
H -0.17723 -1.13667 0.91778 0.1 0.2 0.4
H -1.83505 -1.08027 1.51207 0.1 -0.2 0.4
H -1.22073 3.59264 0.60241 -1.1 -0.2 -0.7
H -2.62886 3.63628 -0.41654 0.6 -0.2 0.3
C 0.17674 -1.06153 -4.77864 -1.4 -2.0 -1.4
C -0.68674 0.05739 -4.23380 -1.1 1.4 1.0
C -2.14236 -0.06023 -4.73570 0.3 -2.5 1.1
O -2.97082 0.93046 -4.17015 3.1 1.3 -1.4
C -4.18984 0.63679 -3.67169 -1.4 -0.6 1.7
N -0.69510 -0.09746 -2.68741 -0.7 -0.7 -1.3
H 0.13534 -1.28881 -5.88720 0.4 1.3 0.9
H -0.36285 -2.01748 -4.49668 0.7 0.8 0.5
H 1.19727 -1.11642 -4.40917 0.0 0.3 0.0
H -0.37341 1.11949 -4.40248 0.4 -1.1 -0.3
H -2.39577 -1.07722 -4.29591 -0.4 1.0 -0.7
H -2.17396 -0.16734 -5.83555 -0.3 0.5 0.4
H -4.09212 -0.06900 -2.80184 -0.4 0.5 -0.5
H -4.86462 0.22679 -4.39194 -0.5 -0.6 -0.6
H -4.63896 1.58698 -3.36371 0.1 -0.2 0.3
H 0.04790 -0.79458 -2.60175 -0.1 0.3 0.8
H -1.52819 -0.65049 -2.35359 0.9 0.4 -0.8
C 1.91654 4.21998 3.72618 -0.6 0.8 -0.5
C 0.74575 3.53986 3.06679 -0.4 -1.1 0.8
C -0.30852 3.27780 4.08240 0.6 0.6 2.2
O 0.30123 2.74034 5.24614 0.1 -0.5 0.2
C -0.70285 2.29519 6.13192 -1.6 0.5 -1.7
N 0.06720 4.28198 2.03840 1.7 -0.8 -2.3
H 2.37254 3.61466 4.48098 0.5 -0.5 0.1
H 1.47080 5.05130 4.26218 0.4 0.6 0.1
H 2.59783 4.55495 2.95027 0.4 0.2 0.2
H 1.06480 2.53671 2.70780 -0.2 0.7 -0.4
H -1.02471 2.58946 3.75265 -1.2 -1.2 -0.9
H -0.89189 4.16164 4.40246 0.3 0.3 -0.4
H -1.19514 3.14842 6.60865 0.2 0.0 0.4
H -0.36274 1.56856 6.82708 0.6 -0.4 0.6
H -1.50244 1.84106 5.48756 0.4 -0.1 0.8
H -0.32300 5.14704 2.32666 -0.2 0.9 0.6
H 0.77718 4.44376 1.29996 -0.8 0.1 0.2
C 4.68866 -0.07313 1.82255 -2.7 4.3 0.7
C 6.05890 0.16749 1.31221 0.8 -1.5 -1.6
C 6.05508 -0.18101 -0.27376 3.0 -0.9 3.2
O 7.11385 -0.93883 -0.58980 -1.6 0.6 -0.4
C 7.31622 -1.42368 -1.98243 -0.4 0.5 0.4
N 6.66975 1.51473 1.25004 -1.7 -1.7 -1.4
H 4.26902 -1.03932 1.94171 0.1 -1.2 -0.8
H 3.99736 0.63797 1.24705 0.3 -1.3 0.8
H 4.62318 0.30141 2.88032 0.4 -0.1 -0.7
H 6.52728 -0.64482 1.89259 1.7 0.8 -0.7
H 5.50068 0.67335 -2.02658 -0.9 1.7 0.0
H 2.63572 1.75426 10.86076 0.0 0.0 0.0
H 6.81237 -2.38559 -1.91816 0.4 -0.1 -0.8
H 8.39725 -1.41692 -2.17426 -0.4 -0.5 0.5
H 6.88192 -0.75157 -2.74264 -0.2 -0.2 0.5
H 6.51196 1.94094 2.13376 0.0 1.0 0.8
H 6.09591 1.95358 0.47789 1.0 0.4 1.5
C 1.93681 -3.95028 -3.65431 -0.5 1.8 -1.2
C 2.23806 -3.06869 -2.46214 0.9 -0.7 0.0
C 2.21919 -3.89754 -1.20460 -0.6 -0.6 2.1
O 0.83115 -4.14431 -0.82244 1.1 0.1 -0.7
C 0.70565 -4.67328 0.46233 -2.1 -0.5 0.4
N 3.53630 -2.40693 -2.65687 2.1 -0.5 0.9
H 1.65800 -3.30241 -4.53426 0.5 -0.8 0.7
H 1.11092 -4.60633 -3.47184 -0.5 -0.4 0.2
H 2.81240 -4.52152 -3.89657 0.4 -0.4 -0.2
H 1.54257 -2.26178 -2.35835 -0.8 0.3 0.3
H 2.67022 -3.28104 -0.38452 -0.2 -0.4 -0.4
H 2.76643 -4.90118 -1.20164 -0.5 1.3 -0.5
H 1.19393 -4.09916 1.20871 0.9 0.7 0.7
H 0.91319 -5.72598 0.60419 0.8 -0.4 -0.5
H -0.35821 -4.65759 0.76572 0.2 0.4 -0.4
H 4.22646 -3.13901 -2.91481 -0.6 0.5 -0.2
H 3.97007 -2.07878 -1.74730 -1.3 -0.2 -1.1


123
Properties=species:S:1:pos:R:3:forces:R:3 method="wB97M-V/def2-TZVPD" homo_ev=-9.19 charge=0
C -2.52090 -2.66438 -4.08620 -0.2 1.6 0.2
C -2.84561 -1.28173 -4.92771 -0.5 -1.4 -4.2
N -3.15361 -1.44745 -6.27456 1.1 0.4 5.5
C -2.79448 0.23971 -4.28318 -1.0 -0.5 0.2
C -1.30470 0.71804 -3.79356 -1.0 -2.2 -1.7
C -0.42298 0.92696 -5.16218 0.7 -0.6 -2.6
O -0.37455 0.25963 -6.31764 -0.1 4.6 7.8
O 0.40416 2.09154 -4.81044 -2.3 -2.5 -0.6
C 0.05549 2.76694 -3.51655 2.0 2.2 -0.5
C -0.15345 4.33106 -4.05173 -1.6 -0.8 -1.1
C 1.52948 2.86728 -2.80675 0.4 -0.2 1.1
C 1.56591 2.47618 -1.21542 1.5 0.1 0.2
C 2.25248 0.97271 -0.95888 1.4 1.5 0.6
Cl 1.01744 -0.32529 -0.47446 1.0 1.0 -0.7
C -1.18712 2.02016 -2.75152 -0.3 -2.1 -0.5
C -2.56250 2.86018 -2.40490 -0.9 0.7 -0.2
C -2.55664 3.49720 -0.85841 0.6 -0.3 -0.5
C -3.47195 2.56526 0.18427 -1.4 0.6 -2.2
F -3.40092 1.12138 -0.14347 -0.1 4.1 1.4
F -4.89828 2.97759 -0.09631 3.9 -1.4 1.0
C -3.20074 2.93484 1.75838 -1.5 1.9 0.4
F -2.88777 4.41263 1.78912 -1.0 -4.6 -0.1
F -4.45868 2.77793 2.53152 4.3 0.3 -2.1
C -1.89686 2.16832 2.42524 1.7 2.5 -0.5
F -1.17711 3.23155 3.22171 -2.2 -3.9 -2.2
F -0.94286 1.83031 1.30523 -3.2 0.7 3.8
C -2.31212 0.87583 3.34479 -2.8 -1.4 0.8
F -3.33985 0.05889 2.59679 3.5 2.9 2.2
F -3.01771 1.28505 4.61680 2.7 -1.1 -4.3
C -1.08616 -0.15611 3.69021 -1.6 -2.9 -1.0
F -1.68080 -1.21631 4.58781 2.3 3.6 -2.6
F -0.76839 -0.88911 2.40826 -0.6 2.7 4.4
C 0.22754 0.53010 4.39019 1.2 2.8 0.8
F 1.06195 1.31676 3.40658 -3.0 -3.0 3.1
F -0.20268 1.54498 5.42362 1.1 -3.6 -3.5
C 1.22216 -0.51168 5.17352 1.6 0.8 2.7
F 0.62203 -1.11436 6.41176 1.8 2.0 -4.6
F 2.37964 0.31948 5.67522 -3.8 -2.7 -1.8
C 1.88222 -1.68344 4.23627 2.7 -3.1 -0.4
F 0.93780 -2.78504 3.87043 3.3 4.4 1.1
F 2.63844 -1.15003 3.04483 -3.3 -1.9 4.3
F 2.94163 -2.34444 5.08700 -3.7 2.3 -2.9
H -2.39566 -2.38801 -2.93193 -0.1 -0.9 -2.5
H -3.43456 -3.38601 -4.22986 1.9 1.4 0.4
H -1.55625 -3.15052 -4.53931 -2.0 1.0 1.2
H -3.14149 -2.48388 -6.51564 0.1 1.5 0.7
H -3.28197 0.99149 -5.06323 1.2 -1.7 1.6
H -3.49386 0.20879 -3.32634 1.4 0.0 -1.9
H -0.83796 -0.28580 -3.36356 -0.7 2.3 -0.4
H 0.79600 4.69724 -4.66500 -2.0 -0.9 1.7
H -1.02796 4.25597 -4.86082 1.7 0.4 1.8
H -0.47384 5.07087 -3.20276 0.8 -1.4 -1.6
H 2.29445 2.15995 -3.38476 -1.8 1.6 1.2
H 1.93503 3.98486 -2.89049 -0.9 -2.6 0.1
H 2.33164 3.23676 -0.70504 -1.6 -1.7 -1.1
H 0.55268 2.61747 -0.64442 2.0 -0.5 -1.2
H 3.00746 1.07137 -0.03983 -1.9 -0.4 -1.9
H 2.93719 0.64878 -1.88050 -2.0 0.5 1.9
H -0.97874 1.45569 -1.72964 0.4 1.5 -2.1
H -3.54812 2.20857 -2.45622 2.3 1.1 -0.2
H -2.73350 3.75532 -3.16056 0.5 -1.9 1.6
H -2.96818 4.60982 -0.83827 0.7 -2.6 0.1
H -1.42129 3.53916 -0.55199 -2.4 -0.1 -0.1
C -5.30224 6.54508 1.79055 0.1 0.0 -0.4
C -4.72849 7.87293 2.20729 0.7 1.0 -1.2
O -4.22599 8.63771 1.38543 -0.6 -1.0 1.1
C -4.79344 8.22890 3.66849 0.2 0.5 0.0
H -5.18577 6.42306 0.70845 0.0 0.0 0.2
H -4.76780 5.73522 2.29343 -0.3 0.1 0.1
H -6.36699 6.50751 2.03426 0.1 -0.1 0.1
H -4.23631 7.49406 4.25498 -0.2 0.0 0.0
H -5.83550 8.26635 3.99582 0.1 -0.2 0.1
H -4.34214 9.21496 3.82215 -0.1 -0.2 -0.1
C 5.29706 -3.80030 3.28633 -0.1 -0.1 -0.5
C 6.17375 -5.01804 3.40698 0.4 -0.9 -1.4
O 6.46262 -5.69700 2.42291 -0.4 0.9 1.3
C 6.68339 -5.37289 4.77825 0.3 -0.4 -0.1
H 5.00409 -3.66644 2.23961 0.1 -0.1 0.2
H 4.39433 -3.93138 3.88823 0.2 0.2 0.1
H 5.84635 -2.91335 3.61207 -0.2 0.0 0.2
H 5.84242 -5.57403 5.44657 0.1 0.2 0.1
H 7.29444 -4.55601 5.17040 -0.2 0.0 0.1
H 7.30273 -6.27388 4.71326 -0.2 0.2 0.0
C -0.30851 4.28881 6.26526 0.1 0.1 -0.5
C 0.26523 5.61665 6.68199 0.7 1.1 -1.1
O 0.76774 6.38143 5.86014 -0.7 -1.0 1.1
C 0.20029 5.97262 8.14319 0.2 0.5 0.0
H -0.19203 4.16679 5.18316 0.0 0.1 0.3
H 0.22593 3.47894 6.76813 -0.2 0.1 0.1
H -1.37326 4.25123 6.50897 0.1 -0.2 0.1
H 0.75742 5.23778 8.72969 -0.2 0.0 0.0
H -0.84178 6.01007 8.47052 0.1 -0.2 0.1
H 0.65159 6.95868 8.29685 -0.1 -0.2 -0.1
C -0.28681 -7.48722 -3.63513 -0.4 0.3 0.2
C -0.27914 -6.14428 -4.31518 -0.8 1.0 0.7
O -0.95152 -5.20768 -3.88680 0.9 -1.2 -0.5
C 0.58311 -5.99160 -5.53962 -0.1 0.5 -0.1
H -0.95286 -7.45027 -2.76657 0.1 0.0 -0.2
H -0.65398 -8.25098 -4.32525 0.3 0.0 0.1
H 0.72089 -7.73612 -3.29293 -0.1 -0.2 -0.2
H 0.25467 -6.68870 -6.31456 0.2 -0.1 0.1
H 1.62953 -6.17384 -5.28224 -0.1 -0.2 -0.1
H 0.48952 -4.97039 -5.92429 0.0 -0.2 0.1
C -1.26101 -12.74116 -4.89694 0.4 0.1 -0.2
C -1.35942 -11.44833 -4.13215 1.1 1.1 -0.1
O -0.47988 -10.59202 -4.20952 -1.1 -1.2 0.1
C -2.57567 -11.24368 -3.26907 0.1 0.5 0.2
H -0.33163 -12.75017 -5.47622 -0.2 0.0 0.1
H -1.24791 -13.58410 -4.20148 -0.2 0.0 -0.1
H -2.10409 -12.82982 -5.58677 0.0 -0.2 0.2
H -2.62109 -12.01989 -2.50109 -0.2 0.0 -0.2
H -3.47728 -11.26562 -3.88638 0.0 -0.2 0.1
H -2.51139 -10.26723 -2.77713 0.0 -0.2 -0.1
C 5.68454 2.18092 -0.74782 -0.4 -0.2 -0.2
C 5.80920 3.44637 -1.55349 -1.0 0.4 -1.2
O 5.01003 3.71450 -2.44919 0.9 -0.4 1.2
C 6.94944 4.37114 -1.22080 -0.1 0.3 -0.4
H 4.81698 1.61174 -1.09817 0.3 0.2 0.0
H 6.58030 1.56835 -0.87732 0.0 0.1 0.2
H 5.53971 2.42521 0.30758 0.2 -0.1 0.0
H 7.90151 3.85614 -1.37141 0.0 0.0 0.2
H 6.86092 4.71299 -0.18651 0.2 -0.1 0.0
H 6.91421 5.24327 -1.88242 0.0 -0.2 0.1


14
Properties=species:S:1:pos:R:3:forces:R:3 method="wB97M-V/def2-TZVPD" smiles=CO[Si@](C)([O-])OS homo_ev=-4.14 de_lowest_kj_mol=0.00 charge=-1
C -1.14082 0.00601 -1.83840 0.1 -0.7 0.8
C 1.06860 -0.74566 0.93354 1.8 -1.2 0.5
O -1.93925 -0.28881 1.19140 0.0 -0.5 0.1
O -0.04023 1.76698 1.38168 0.4 -1.2 0.1
O -0.42177 0.69210 -0.85441 -0.4 0.8 -1.6
Si -0.56982 0.20301 0.68765 1.1 1.7 1.1
S -0.76926 3.13882 1.79258 0.9 0.9 0.1
H -2.22201 0.12982 -1.76066 -0.1 0.9 -0.3
H -1.10553 -1.06742 -1.58636 0.5 -0.2 -0.9
H -0.68884 0.30079 -2.79144 -0.5 -0.5 -0.1
H 1.33279 -1.77251 0.38443 -1.1 2.1 1.2
H 2.06033 -0.16710 0.83170 -1.7 -0.4 -0.1
H 0.98594 -0.91844 2.03609 0.4 -0.5 -0.6
H 0.38616 3.97985 1.91411 -1.3 -1.1 -0.2